Below is C5H6BO5PS in the gas phase in a non-equilibrium geometry, with properties calculated with the ωB97M-V functional and the def2-TZVPD basis.

Last column: Löwdin charge in e.
Positions of all 19 atoms, in Å:
C  -0.036  -2.186  0.500  -0.36
C  -1.941  1.332  0.701  -0.07
H  1.358  2.374  -0.174  0.00
O  -1.586  1.086  -0.640  0.06
P  1.916  1.131  -0.502  0.48
H  -1.044  -0.693  -2.841  0.12
H  -1.501  2.268  1.033  0.09
O  -1.683  -0.746  -2.115  0.20
O  1.988  -0.540  2.406  0.17
B  -1.160  -0.153  -1.016  -0.67
C  1.578  -1.093  1.440  -0.44
H  -1.632  0.580  1.425  0.09
C  1.115  -0.296  0.257  -0.28
H  -3.009  1.443  0.834  0.10
S  1.853  0.782  -2.446  0.16
C  -0.056  -0.809  -0.078  0.00
H  3.273  0.983  -0.180  -0.01
O  0.969  -2.325  1.482  0.15
O  -0.400  -3.137  -0.087  0.22

For the calculated total energy, the calculation gives -36320.7544 eV. The value obtained for the HOMO-LUMO gap is 7.94 eV. The SMILES is COB(O)C1=C([PH2]=S)C(=O)OC1=O. As for the maximum force: 2.70 eV Å⁻¹. For the HOMO energy, the calculation gives -9.2925 eV.

=====

Below is 7 unconnected molecules or ions with the total composition C5H25Br4N4O3 in a non-equilibrium geometry, with properties calculated with the ωB97M-V functional and the def2-TZVPD basis.

Last column: Löwdin charge in e.
Positions of all 41 atoms, in Å:
H  4.690  -0.685  -2.107  0.16
H  2.761  -3.942  1.471  0.16
H  -4.754  1.904  -2.089  0.05
H  -0.113  3.082  -3.289  0.16
O  2.853  0.771  0.286  -0.11
H  1.394  -2.987  1.253  0.10
N  0.000  3.583  -2.413  0.30
C  -4.325  2.079  -1.108  -0.68
H  -5.255  0.516  0.093  0.05
N  1.799  -3.920  1.112  0.31
H  4.178  0.307  -0.804  0.09
H  5.347  -0.763  -0.573  0.15
N  5.001  -0.140  -1.303  0.31
H  1.326  -4.715  1.553  0.15
N  3.725  2.301  2.419  0.30
H  4.536  1.718  2.649  0.15
C  -5.231  1.598  0.019  -0.70
Br  -6.993  2.336  -0.333  0.70
H  0.885  4.113  -2.401  0.16
H  -4.143  3.139  -0.958  0.06
H  5.681  0.570  -1.576  0.16
O  0.957  -0.421  -0.208  0.09
C  -2.944  -2.721  0.307  -0.69
H  4.034  3.238  2.168  0.16
C  1.654  0.745  -0.170  -0.73
C  -2.473  -3.860  1.213  -0.67
H  3.115  2.226  3.235  0.16
H  -3.312  -4.283  1.752  0.05
Br  -2.605  1.136  -1.026  0.60
H  -1.882  -4.587  0.671  0.04
H  -0.722  4.271  -2.201  0.16
H  0.159  0.011  -0.591  0.09
H  1.942  -4.068  0.109  0.16
H  -2.126  -2.248  -0.224  0.03
H  0.281  3.010  -1.586  0.08
H  -4.917  2.072  0.944  0.05
O  1.072  1.761  -0.578  -0.02
Br  -4.114  -3.698  -0.920  0.70
H  3.318  1.746  1.606  0.09
H  -3.497  -2.015  0.918  0.06
Br  -1.297  -3.177  2.680  0.58

For the calculated total energy, the calculation gives -297839.1136 eV. Its total charge is +3. The value obtained for the HOMO-LUMO gap is 6.84 eV. As for the maximum force: 2.50 eV Å⁻¹. For the HOMO energy, the calculation gives -15.5542 eV.

=====

Below is a molecular structure, C5H5NO in a non-equilibrium geometry, with properties calculated with the ωB97M-V functional and the def2-TZVPD basis.

Last column: Löwdin charge in e.
Positions of all 12 atoms, in Å:
C  0.192  0.186  -1.010  -0.23
H  -0.668  -1.399  1.461  0.14
H  -1.089  -1.429  -1.034  0.11
C  -0.794  0.554  0.136  -0.28
N  -0.141  -1.244  -0.722  0.05
H  0.103  0.543  -2.036  0.14
C  -0.174  -0.783  0.715  -0.20
H  2.378  0.872  -0.625  0.11
H  1.858  -0.386  1.763  0.11
O  -1.668  1.336  0.361  0.12
C  1.493  0.330  -0.277  -0.03
C  1.241  -0.318  0.875  -0.04

For the calculated total energy, the calculation gives -8800.9378 eV. The value obtained for the HOMO-LUMO gap is 10.81 eV. As for the maximum force: 1.28 eV Å⁻¹. For the HOMO energy, the calculation gives -9.7888 eV.

=====

Below is 3 unconnected molecules or ions with the total composition C3H10NO3S in a non-equilibrium geometry, with properties calculated with the ωB97M-V functional and the def2-TZVPD basis.

Last column: Mulliken spin population.
Positions of all 18 atoms, in Å:
H  0.625  1.392  2.754  0.00
C  0.126  -1.086  -0.585  0.03
H  0.843  2.448  1.599  0.00
H  -2.731  2.086  -0.231  0.00
C  0.253  -1.425  0.964  -0.03
H  0.109  -2.095  -0.997  0.00
S  -1.010  -2.574  1.435  0.98
H  1.180  -1.999  0.987  0.05
H  0.739  -1.002  -3.057  0.00
H  0.433  -0.524  1.571  -0.03
N  1.167  -0.261  -2.534  0.00
O  2.013  0.532  -0.629  0.00
O  -3.186  1.286  0.072  0.00
C  1.202  -0.200  -1.140  0.01
H  -2.985  1.402  1.015  0.00
O  0.324  2.238  2.403  0.00
H  -0.851  -0.597  -0.591  -0.01
H  1.749  0.377  -3.037  0.00

For the calculated total energy, the calculation gives -21739.8813 eV. The value obtained for the HOMO-LUMO gap (spin up / spin down) is 10.08 / 7.03 eV. Its spin multiplicity is 2. As for the maximum force: 3.28 eV Å⁻¹. For the HOMO energy (spin up / spin down), the calculation gives -9.5015 / -9.1260 eV.